[1]
This record from OMol25 describes a structure of composition C31H79F3N6O9Pd at a distorted geometry. The level of theory is the ωB97M-V functional and the def2-TZVPD basis.

Summary:
Orbital gap (spin up / spin down) ... 0.30199 / 0.29284 Ha
E_tot ... -72419.7805 eV
Net charge ... 0
Spin multiplicity ... 3

Element x y z (Å)
Pd 16.03 8.39 -20.85
C 17.11 11.76 -19.70
O 18.40 11.91 -20.30
O 16.63 10.46 -20.04
C 16.99 12.29 -18.20
F 17.58 11.37 -17.32
F 17.70 13.42 -18.01
F 15.70 12.42 -17.86
C 19.58 11.32 -19.73
C 20.70 11.92 -20.57
H 21.65 11.92 -20.02
H 20.79 11.45 -21.55
H 20.49 12.97 -20.74
H 19.56 10.23 -19.71
H 19.92 11.70 -18.77
H 16.65 12.47 -20.39
C 15.76 3.98 -21.45
C 15.43 5.28 -22.22
C 14.30 4.88 -23.21
O 15.25 6.43 -21.46
H 14.95 3.57 -20.85
H 16.63 4.20 -20.84
H 16.03 3.08 -22.00
H 16.28 5.45 -22.88
H 14.66 4.03 -23.78
H 13.87 5.73 -23.74
H 13.29 4.69 -22.83
C 19.16 5.87 -20.71
C 18.29 6.17 -19.45
C 19.21 5.81 -18.22
O 18.83 6.62 -17.11
C 19.75 6.76 -16.00
N 17.90 7.58 -19.44
H 19.46 4.83 -20.73
H 20.03 6.53 -20.68
H 18.55 5.97 -21.61
H 17.39 5.59 -19.25
H 20.26 6.04 -18.41
H 19.25 4.79 -17.85
H 19.17 7.40 -15.34
H 20.70 7.21 -16.29
H 19.98 5.78 -15.59
H 18.82 7.99 -19.33
H 17.72 7.59 -18.45
C 18.24 12.75 -24.42
C 17.46 14.01 -24.74
C 17.05 14.77 -23.47
O 16.29 15.91 -23.79
C 15.93 16.73 -22.65
N 18.36 14.77 -25.65
H 19.11 13.08 -23.84
H 18.42 12.35 -25.42
H 17.71 12.00 -23.84
H 16.58 13.73 -25.32
H 17.90 15.20 -22.93
H 16.63 14.09 -22.73
H 15.21 17.53 -22.82
H 16.66 17.20 -21.98
H 15.35 16.24 -21.87
H 17.85 15.54 -26.07
H 19.09 15.29 -25.17
C 8.06 3.32 -22.15
C 9.57 3.41 -22.11
C 10.10 4.61 -21.26
O 11.50 4.31 -20.86
C 12.15 5.46 -20.38
N 10.01 2.10 -21.73
H 7.65 4.28 -22.50
H 7.73 3.08 -21.14
H 7.74 2.57 -22.88
H 9.82 3.61 -23.16
H 9.52 4.72 -20.34
H 10.08 5.47 -21.93
H 11.62 6.11 -19.69
H 12.44 6.15 -21.16
H 13.03 5.06 -19.87
H 11.02 2.18 -21.66
H 9.77 1.96 -20.76
C 14.89 9.20 -17.02
C 15.09 7.83 -17.63
C 14.15 6.73 -17.02
O 12.88 7.38 -16.78
C 11.89 6.66 -15.98
N 14.54 8.01 -19.02
H 15.17 9.06 -15.98
H 13.88 9.63 -17.00
H 15.58 10.00 -17.28
H 16.17 7.72 -17.56
H 14.57 6.34 -16.09
H 14.01 5.87 -17.66
H 11.73 5.71 -16.50
H 10.95 7.17 -15.78
H 12.27 6.35 -15.01
H 13.67 8.47 -18.80
H 14.27 7.18 -19.52
C 14.15 11.43 -22.84
C 13.63 10.46 -21.82
C 12.07 10.43 -21.89
O 11.59 9.28 -21.14
C 10.17 9.11 -21.11
N 14.21 9.23 -22.04
H 15.24 11.56 -22.84
H 13.61 12.37 -22.71
H 13.94 11.04 -23.83
H 13.86 10.62 -20.77
H 11.58 10.30 -22.86
H 11.72 11.37 -21.47
H 9.83 10.07 -20.71
H 10.15 8.45 -20.25
H 9.73 8.78 -22.05
H 13.58 8.55 -21.62
H 14.32 8.93 -23.00
C 18.37 8.76 -24.98
C 18.42 8.32 -23.48
C 19.68 8.90 -22.73
O 20.74 8.19 -23.37
C 21.91 8.90 -23.21
N 17.15 8.76 -22.82
H 19.32 8.61 -25.50
H 18.16 9.82 -25.11
H 17.61 8.10 -25.37
H 18.33 7.23 -23.48
H 19.63 8.87 -21.64
H 19.62 9.98 -22.88
H 22.20 8.99 -22.16
H 21.83 9.90 -23.64
H 22.77 8.39 -23.64
H 17.03 9.74 -23.03
H 16.51 8.28 -23.43

[2]
This record from OMol25 describes a structure of composition C28H29Br2CrF3N2O3 at a distorted geometry. The level of theory is the ωB97M-V functional and the def2-TZVPD basis.

Summary:
Orbital gap (spin up / spin down) ... 0.26770 / 0.26533 Ha
E_tot ... -215290.8320 eV
Net charge ... -1
Relative energy (zero: lowest compared OMol25 entry of this formula, charge and spin) ... 7.3 kcal per mole
Spin multiplicity ... 2

Element x y z (Å)
Cr -0.30 -0.59 0.76
O -1.35 -1.81 1.75
C -1.84 -1.65 2.96
C -2.10 -2.80 3.74
C -2.60 -2.68 5.02
C -2.91 -1.42 5.57
C -2.72 -0.30 4.80
C -2.19 -0.39 3.50
C -2.15 0.77 2.65
N -1.61 0.75 1.50
N -1.98 1.79 0.62
C -1.82 1.30 -0.59
O -1.37 0.13 -0.89
C -2.20 2.18 -1.74
C -2.26 1.62 -3.01
C -2.59 2.41 -4.11
C -2.85 3.76 -3.94
C -2.78 4.33 -2.67
C -2.46 3.54 -1.57
H -1.86 -3.76 3.32
H -2.75 -3.57 5.61
H -3.29 -1.33 6.58
H -2.98 0.68 5.19
H -2.73 1.66 2.91
H -2.03 0.57 -3.11
H -2.63 1.96 -5.10
H -3.10 4.38 -4.80
H -2.97 5.39 -2.54
H -2.40 3.96 -0.58
Br -4.06 -2.22 -0.25
C -2.95 -3.20 -1.46
Br -1.24 -3.72 -0.78
H -2.77 -2.58 -2.32
H -3.48 -4.11 -1.70
F 1.92 -1.86 2.09
C 1.07 -0.78 2.31
F 0.64 -0.99 3.59
F 1.95 0.27 2.46
C 1.18 2.79 0.61
C 2.07 2.44 -0.59
C 1.23 2.33 -1.87
C 2.97 1.21 -0.46
C 4.35 1.39 -0.48
C 5.23 0.33 -0.61
C 4.70 -0.93 -0.85
C 3.33 -1.16 -0.84
C 2.82 -2.52 -1.30
C 2.38 -3.43 -0.16
C 1.75 -2.43 -2.40
C 2.48 -0.10 -0.50
O 1.18 -0.39 -0.28
H 0.55 3.65 0.36
H 1.79 3.04 1.48
H 0.53 1.97 0.90
H 2.76 3.28 -0.72
H 0.54 1.49 -1.81
H 1.88 2.16 -2.73
H 0.65 3.25 -2.04
H 4.73 2.41 -0.41
H 6.30 0.49 -0.60
H 5.36 -1.77 -1.07
H 3.69 -2.99 -1.77
H 3.21 -3.65 0.51
H 1.60 -2.96 0.44
H 1.99 -4.38 -0.55
H 0.81 -2.04 -2.02
H 1.57 -3.43 -2.82
H 2.08 -1.78 -3.21

[3]
This record from OMol25 describes a structure of composition C32H34ClI2N5O6Y at a distorted geometry. The level of theory is the ωB97M-V functional and the def2-TZVPD basis.

Summary:
Orbital gap ... 0.20303 Ha
E_tot ... -83227.1777 eV
Net charge ... +1
Relative energy (zero: lowest compared OMol25 entry of this formula, charge and spin) ... 24.0 kcal per mole
Spin multiplicity ... 1

Element x y z (Å)
Y -0.55 -0.48 -1.30
C 4.33 5.20 -0.43
C 3.47 3.99 -0.48
C 3.82 2.87 0.25
C 3.09 1.65 0.17
C 3.52 0.65 1.09
N 2.87 -0.46 1.39
C 3.20 -1.38 2.45
C 2.19 -1.28 3.56
C 2.40 0.04 4.28
N 1.85 1.16 3.60
C 0.73 1.16 2.91
C -0.41 0.37 2.91
C -1.00 -0.38 3.97
C -2.34 -0.68 3.99
C -3.06 -1.40 5.08
C -3.11 -0.48 2.78
C -2.50 0.06 1.67
C -3.29 0.23 0.47
N -2.80 0.31 -0.70
C -3.63 0.85 -1.75
C -3.07 2.24 -2.16
C -1.76 2.21 -3.06
N -0.64 1.83 -2.29
C 0.32 2.69 -2.24
C 1.54 2.63 -1.43
C 2.36 3.82 -1.37
C 1.95 1.51 -0.67
O 1.50 0.30 -0.79
C -1.11 0.48 1.66
O -0.49 0.95 0.65
H 3.91 5.95 -1.12
H 5.29 4.99 -0.84
H 4.32 5.46 0.64
H 4.64 3.01 0.88
H 4.29 0.97 1.72
H 2.11 -0.60 0.73
H 4.14 -1.08 2.83
H 3.35 -2.32 1.96
H 2.22 -2.10 4.23
H 1.22 -1.35 3.13
H 3.45 0.28 4.42
H 2.08 -0.10 5.33
H 2.43 1.95 3.52
H 0.69 1.93 2.10
H -0.50 -0.49 4.93
H -2.36 -1.97 5.75
H -3.77 -2.21 4.76
H -3.58 -0.72 5.75
H -4.11 -0.80 2.70
H -4.35 0.51 0.64
H -4.66 0.96 -1.33
H -3.61 0.15 -2.55
H -2.72 2.76 -1.29
H -3.80 2.83 -2.68
H -1.66 3.19 -3.48
H -2.01 1.58 -3.88
H 0.31 3.60 -2.80
H 2.08 4.65 -2.04
O -0.45 -2.81 2.11
Cl -0.45 -2.99 0.70
O -0.56 -4.32 0.26
O -1.59 -2.25 0.06
O 0.78 -2.30 0.21
I 4.26 -0.90 -3.05
I 3.44 -0.01 -5.37
C 0.44 -1.35 -3.20
C -0.68 -2.20 -3.36
C -1.99 -1.79 -3.91
C -2.98 -2.76 -4.11
C -2.76 -4.11 -3.74
C -1.67 -4.46 -2.94
C -0.67 -3.55 -2.80
C -3.79 -5.06 -4.13
N -4.68 -5.76 -4.35
H 0.58 -0.56 -3.97
H 1.33 -1.88 -2.89
H -2.06 -0.84 -4.40
H -3.89 -2.42 -4.66
H -1.57 -5.36 -2.41
H 0.23 -3.92 -2.29

[4]
This record from OMol25 describes a cluster of 2 separate species, C3H9NO2 in total at a distorted geometry. The level of theory is the ωB97M-V functional and the def2-TZVPD basis.

Summary:
Orbital gap ... 0.38004 Ha
E_tot ... -8841.2493 eV
Net charge ... 0
Relative energy (zero: lowest compared OMol25 entry of this formula, charge and spin) ... 39.3 kcal per mole
Spin multiplicity ... 1
SMILES ... CNC(C)=O.O

Element x y z (Å)
C -1.58 -0.16 0.90
N -0.81 -1.19 0.20
C -1.34 -1.29 -1.15
C -0.60 -0.55 -2.25
O -2.49 -1.62 -1.32
H -0.98 0.35 1.67
H -1.92 0.65 0.25
H -2.46 -0.53 1.42
H -0.89 -2.12 0.58
H -0.68 -1.04 -3.21
H 0.47 -0.40 -2.08
H -0.96 0.47 -2.38
O 5.34 3.55 2.65
H 5.15 4.48 2.68
H 6.29 3.47 2.53

[5]
This record from OMol25 describes a structure of composition C4H6O3Zn at a distorted geometry. The level of theory is the ωB97M-V functional and the def2-TZVPD basis.

Summary:
Orbital gap ... 0.18102 Ha
E_tot ... -58797.2511 eV
Net charge ... -2
Spin multiplicity ... 1

Element x y z (Å)
H 2.22 -1.88 -0.69
C 2.32 -1.20 0.15
C 1.24 -0.63 0.72
H 0.28 -1.11 0.59
H 1.49 -0.22 1.72
O 3.62 -0.88 0.28
O 3.90 -0.11 1.45
Zn 4.25 1.61 0.73
C -0.63 -0.40 -3.20
C 0.38 -0.47 -2.32
O -0.58 -0.36 -4.60
H -1.69 -0.35 -2.92
H 1.34 -0.54 -2.87
H 0.20 -0.86 -4.94

[6]
This record from OMol25 describes a structure of composition C23H15N5O4Ru. The level of theory is the ωB97M-V functional and the def2-TZVPD basis.

Summary:
Orbital gap (spin up / spin down) ... 0.19997 / 0.19973 Ha
E_tot ... -42302.8178 eV
Net charge ... +2
Relative energy (zero: lowest compared OMol25 entry of this formula, charge and spin) ... 0.7 kcal per mole
Spin multiplicity ... 1

Element x y z (Å)
Ru -1.07 0.50 -0.08
C -2.92 -2.94 -2.08
C -2.72 -1.86 -1.21
N -1.62 -1.12 -1.24
C -0.65 -1.38 -2.16
C -0.78 -2.44 -3.06
C -1.95 -3.23 -3.00
C 0.26 -2.67 -3.98
C 1.37 -1.86 -4.00
C 1.49 -0.79 -3.12
C 0.50 -0.51 -2.18
N 0.45 0.53 -1.24
C 1.36 1.57 -0.99
C 2.57 1.84 -1.62
C 3.35 2.93 -1.26
C 2.94 3.79 -0.27
C 1.73 3.58 0.41
C 1.25 4.43 1.43
C 0.05 4.17 2.03
C -0.67 3.03 1.63
N -0.23 2.21 0.69
C 0.95 2.47 0.06
H -3.83 -3.51 -2.01
H -3.45 -1.59 -0.46
H -2.07 -4.06 -3.69
H 0.17 -3.49 -4.68
H 2.17 -2.04 -4.71
H 2.38 -0.20 -3.20
H 2.95 1.22 -2.42
H 4.28 3.11 -1.78
H 3.55 4.65 -0.01
H 1.84 5.30 1.72
H -0.35 4.80 2.81
H -1.62 2.78 2.07
O -2.16 -2.00 5.07
C -0.94 -2.30 4.63
O -0.17 -2.98 5.23
C -0.52 -1.71 3.32
C 0.73 -1.94 2.79
N 0.81 -1.28 1.61
N -0.34 -0.65 1.35
C -1.16 -0.90 2.38
C -2.50 -0.27 2.29
O -3.35 -0.44 3.13
O -2.62 0.41 1.18
H -2.65 -1.41 4.46
H 1.55 -2.52 3.18
H 1.59 -1.24 0.97

[7]
This record from OMol25 describes a structure of composition C38H39F2FeN8O4S. The level of theory is the ωB97M-V functional and the def2-TZVPD basis.

Summary:
Orbital gap (spin up / spin down) ... 0.31833 / 0.26411 Ha
E_tot ... -110792.2672 eV
Net charge ... +2
Relative energy (zero: lowest compared OMol25 entry of this formula, charge and spin) ... 0.0 kcal per mole
Spin multiplicity ... 6

Element x y z (Å)
Fe 0.36 -0.74 0.97
C -0.74 -3.98 1.55
C -1.65 -3.65 0.37
C -2.58 -2.54 0.77
C -3.93 -2.81 0.94
C -4.77 -1.83 1.43
C -4.21 -0.61 1.78
C -2.86 -0.42 1.58
N -2.04 -1.34 1.05
N 0.51 -3.19 1.50
C 1.43 -3.80 0.54
C 2.60 -2.91 0.26
C 3.86 -3.43 0.00
C 4.88 -2.56 -0.35
C 4.60 -1.20 -0.43
C 3.33 -0.77 -0.13
N 2.34 -1.60 0.23
C 1.12 -3.18 2.83
C 0.44 -2.19 3.75
C 0.32 -2.43 5.10
C -0.24 -1.46 5.91
C -0.67 -0.27 5.33
C -0.52 -0.11 3.97
N 0.03 -1.05 3.18
H -1.24 -3.76 2.49
H -0.49 -5.05 1.55
H -1.06 -3.34 -0.48
H -2.22 -4.52 0.06
H -4.31 -3.79 0.70
H -5.83 -2.01 1.56
H -4.81 0.19 2.18
H -2.42 0.52 1.84
H 1.76 -4.79 0.87
H 0.89 -3.95 -0.40
H 4.03 -4.49 0.05
H 5.87 -2.94 -0.57
H 5.36 -0.49 -0.72
H 3.08 0.28 -0.16
H 1.11 -4.18 3.28
H 2.17 -2.89 2.73
H 0.67 -3.37 5.52
H -0.35 -1.62 6.97
H -1.12 0.51 5.92
H -0.83 0.80 3.48
F -2.75 3.29 -0.96
C -1.70 2.97 -0.20
C -1.39 1.63 -0.02
C -0.33 1.30 0.81
C 0.43 2.28 1.43
C 0.10 3.62 1.17
F 0.85 4.60 1.70
C -0.95 3.99 0.37
C 1.55 1.85 2.28
C 2.16 2.62 3.27
C 3.16 2.06 4.04
C 3.55 0.75 3.81
C 2.90 0.05 2.81
N 1.92 0.58 2.07
H -1.99 0.89 -0.52
H -1.18 5.03 0.19
H 1.84 3.64 3.43
H 3.64 2.65 4.81
H 4.33 0.28 4.38
H 3.19 -0.97 2.59
C -2.41 5.62 -5.90
C -2.58 4.34 -5.09
S -1.00 3.61 -4.69
O -0.04 3.93 -5.71
O -0.68 3.91 -3.31
C -1.27 1.84 -4.75
C 0.10 1.18 -4.52
N 0.09 0.26 -3.38
C 0.57 0.55 -2.15
N 0.40 -0.48 -1.31
C -0.17 -1.48 -2.05
C -0.39 -1.03 -3.31
N -1.01 -1.75 -4.38
O -1.23 -1.15 -5.41
O -1.27 -2.91 -4.16
C 1.30 1.81 -1.86
H -3.39 6.03 -6.13
H -1.89 5.41 -6.84
H -1.84 6.36 -5.35
H -3.15 3.59 -5.63
H -3.05 4.53 -4.12
H -1.70 1.56 -5.70
H -1.97 1.62 -3.94
H 0.86 1.93 -4.31
H 0.40 0.63 -5.41
H -0.39 -2.46 -1.68
H 2.18 1.88 -2.51
H 1.63 1.82 -0.83
H 0.69 2.69 -2.06

[8]
This record from OMol25 describes the molecule H2N2O3S2 at a distorted geometry. The level of theory is the ωB97M-V functional and the def2-TZVPD basis.

Summary:
Orbital gap ... 0.36601 Ha
E_tot ... -30821.5347 eV
Net charge ... 0
Relative energy (zero: lowest compared OMol25 entry of this formula, charge and spin) ... 35.0 kcal per mole
Spin multiplicity ... 1

Element x y z (Å)
N -0.64 -1.16 0.41
N 1.11 -0.01 -1.55
O -1.18 1.26 -0.04
O -1.55 0.47 2.26
O 0.89 0.46 1.18
S -0.90 0.35 1.01
S 0.96 -0.84 0.32
H 1.25 -0.86 -2.16
H 0.06 0.33 -1.43